Entry 1:
The following is a quantum chemistry calculation of C49H50O2P3PtS2SeSi as an isolated structure, from the OMol25 dataset.

Properties
**Charge**: -1
**Highest occupied orbital energy**: -0.1358 hartree
**LUMO**: 2.404 eV

Geometry as XYZ:
```
109
C49H50O2P3PtS2SeSi ωB97M-V/def2-TZVPD
Pt -0.229 0.137 -0.246
Se -1.144 -2.136 -1.223
S -2.228 1.003 -1.447
S -4.122 -0.043 1.223
P -0.036 0.208 2.177
P -3.982 0.213 -0.687
P 1.937 0.020 -1.122
Si 0.283 2.379 -0.114
O -5.127 1.164 -1.348
O -4.373 -1.141 -1.421
C 1.341 2.001 3.891
C 2.211 -2.873 -4.698
C 2.123 -1.096 -2.547
C -4.658 3.313 -2.364
C 2.411 -3.342 3.855
C -4.940 3.129 0.142
C 1.069 -6.284 -0.845
C 0.725 -4.046 -0.018
C 2.409 1.660 -1.808
C 1.624 2.742 -1.408
C -2.210 1.505 3.227
C 3.001 4.188 -2.774
C 1.083 2.689 1.585
C 0.967 -1.128 2.930
C 2.243 -2.464 -2.333
C 2.028 3.166 4.177
C 0.131 -6.033 -1.842
C 0.369 -2.390 3.016
C -0.484 -4.797 -1.936
C 3.523 1.848 -2.624
C -3.352 1.074 5.292
C -6.162 -1.222 -3.039
C -5.331 2.578 -1.217
C 3.479 -0.257 -0.140
C -1.345 0.433 3.454
C 1.363 -5.274 0.063
C -4.677 -1.435 -2.790
C -0.207 -3.776 -1.019
C 1.079 -3.481 3.489
C 2.298 -0.999 3.315
C 4.969 0.665 1.533
C 2.304 -3.348 -3.398
C 1.926 4.005 -1.920
C -2.509 -0.001 5.522
C -1.507 -0.317 4.612
C -0.948 3.804 -0.259
C 2.250 4.102 3.170
C -3.195 1.833 4.138
C 5.831 -0.411 1.378
C 2.044 -1.514 -4.921
C 4.367 -1.318 -0.306
C 3.018 -2.099 3.761
C -3.802 -0.714 -3.797
C 2.000 -0.630 -3.854
C 0.894 1.746 2.593
C 3.806 0.736 0.786
C 5.526 -1.397 0.455
C 3.811 3.109 -3.116
C 1.764 3.869 1.896
H 4.660 3.253 -3.773
H 1.927 4.613 1.123
H -6.411 -0.164 -2.982
H -1.185 -4.602 -2.740
H 3.219 5.172 -3.170
H 4.060 -1.976 4.030
H 4.171 -2.090 -1.033
H -4.134 1.315 6.001
H 2.240 -3.562 -5.533
H -5.457 2.602 0.942
H -3.861 2.661 3.932
H -1.841 3.614 0.336
H 3.149 1.583 0.923
H -5.197 4.190 0.177
H -1.265 3.966 -1.288
H -4.040 -1.100 -4.792
H -3.575 3.288 -2.262
H 0.974 -3.260 0.685
H 2.788 5.016 3.390
H 5.193 1.452 2.242
H -4.456 -2.505 -2.856
H 1.315 4.857 -1.645
H 6.196 -2.237 0.312
H -0.480 4.721 0.115
H -2.747 -0.885 -3.589
H 1.848 0.424 -4.044
H -0.846 -1.147 4.825
H 2.249 -2.860 -1.329
H -0.660 -2.517 2.692
H -6.748 -1.759 -2.294
H -3.870 3.021 0.313
H 4.147 1.002 -2.892
H 2.096 -5.440 0.845
H 1.936 -1.137 -5.930
H 2.383 3.354 5.183
H 0.595 -4.449 3.541
H 2.380 -4.410 -3.202
H 6.739 -0.474 1.966
H -0.111 -6.804 -2.564
H -4.992 4.353 -2.379
H -4.927 2.851 -3.314
H 2.789 -0.039 3.264
H -3.987 0.361 -3.791
H -6.416 2.683 -1.330
H 1.560 -7.247 -0.777
H 1.148 1.280 4.677
H -6.428 -1.595 -4.030
H -2.625 -0.602 6.416
H -2.118 2.076 2.309
H 2.974 -4.201 4.199
```

Results of the Mulliken charge analysis, in e, for atoms 1 through 5:
1. Pt 1.84
2. Se -0.56
3. S -0.67
4. S -0.51
5. P 1.21

Entry 2:
The following is a quantum chemistry calculation of C24H17Cl2IrPSSe2Te2 as an isolated structure at a distorted geometry, from the OMol25 dataset.

Properties
**⟨S²⟩**: 0.76
**2S+1**: 2
**Charge**: 0
**Highest occupied orbital energy (spin up / spin down)**: -0.2702 / -0.2699 hartree
**LUMO (spin up / spin down)**: -1.497 / -2.037 eV

Geometry as XYZ:
```
50
C24H17Cl2IrPSSe2Te2 ωB97M-V/def2-TZVPD
Ir -0.143 1.340 -0.323
Te 0.554 -0.489 -5.863
Te -1.043 1.544 -5.615
Se 0.476 2.528 -2.345
Se -1.582 1.728 -3.132
Cl -2.654 1.827 3.613
Cl -1.388 5.175 -0.459
S -2.038 2.211 0.529
P 0.563 -0.792 -0.807
C -1.655 4.869 1.217
C -1.834 5.712 3.452
C -2.195 3.390 3.021
C 3.275 -0.866 -1.347
C -3.061 -3.070 -2.438
C 1.038 -1.569 3.266
C -3.026 -2.673 -1.108
C 3.386 -3.624 -1.658
C 0.903 -1.947 1.934
C 4.494 -1.490 -1.572
C 0.939 -0.232 3.639
C -1.926 3.563 1.656
C -1.969 -2.837 -3.263
C -0.844 -2.203 -2.757
C 2.165 -3.007 -1.430
C 0.636 -0.949 1.011
C -1.602 5.930 2.105
C 0.674 0.767 2.707
C -1.903 -2.036 -0.599
C -2.139 4.445 3.916
C 4.550 -2.868 -1.728
C 2.111 -1.625 -1.265
C 0.509 0.395 1.381
C -0.805 -1.803 -1.423
H 5.399 -0.898 -1.632
H 0.003 -2.009 -3.405
H 1.069 0.033 4.682
H -3.878 -2.853 -0.464
H -2.347 4.265 4.962
H -1.883 -1.709 0.434
H 3.222 0.210 -1.230
H -1.995 -3.140 -4.302
H 3.429 -4.699 -1.784
H -1.380 6.919 1.728
H 0.602 1.803 3.015
H 1.244 -2.317 4.021
H 1.260 -3.599 -1.377
H -1.790 6.542 4.146
H 5.500 -3.353 -1.909
H 1.022 -2.981 1.633
H -3.945 -3.556 -2.834
```

Results of the Mulliken charge analysis, in e, for atoms 1 through 5:
1. Ir 0.81
2. Te -0.11
3. Te 0.02
4. Se -0.33
5. Se -0.05